A molecular structure, C41H44BrN3O5PSc. Source: the Open Molecules 2025 dataset; level of theory: the ωB97M-V functional and the def2-TZVPD basis.

Computed properties:
Total charge: +2
Strongest force on any atom (eV/A): 2.48
Energy above the lowest of the compared OMol25 structures with the same formula, charge and spin (kcal per mole): 18.04
HOMO-LUMO gap (eV): 6.4
Calculated total energy (hartree): -5804.92203

Geometry as XYZ:
```
96
Properties=species:S:1:pos:R:3:lowdin_charge:R:1
Sc 0.1108 0.7553 0.6656 1.006
C 2.9149 2.5375 1.9203 -0.045
O 1.4972 2.3834 1.8754 -0.294
C 0.8645 3.0770 2.9456 -0.149
C -0.6390 3.1756 2.6482 -0.110
O -1.1317 1.9872 2.0263 -0.261
C -2.1996 1.3137 2.7014 -0.135
C -1.6609 0.2665 3.6740 -0.144
O -0.8222 -0.6001 2.9209 -0.268
C -0.9079 -1.9592 3.3197 -0.051
H 3.1971 3.5883 1.7914 0.109
H 3.3370 1.9489 1.1065 0.098
H 3.3187 2.1827 2.8738 0.109
H 1.2703 4.0930 3.0384 0.149
H 1.0603 2.5498 3.8908 0.131
H -0.8122 4.0025 1.9460 0.139
H -1.1768 3.3853 3.5766 0.148
H -2.7549 0.7923 1.9098 0.113
H -2.8598 2.0257 3.2052 0.150
H -2.4967 -0.2844 4.1175 0.146
H -1.0821 0.7360 4.4860 0.140
H -1.9414 -2.3130 3.2793 0.107
H -0.5200 -2.0969 4.3336 0.107
H -0.3118 -2.5382 2.6159 0.098
C 1.2784 3.8317 -0.7886 -0.042
O 1.2654 2.4066 -0.7582 -0.223
C 2.2862 1.7719 -1.4527 -0.213
C 3.3494 2.4044 -2.0782 0.001
C 4.3093 1.6567 -2.7511 -0.042
C 4.2025 0.2782 -2.8311 -0.052
C 3.1543 -0.3637 -2.2051 0.000
C 2.2027 0.3661 -1.4877 -0.189
N 1.1552 -0.2458 -0.7953 -0.063
N 1.1303 -1.5327 -0.9012 0.107
C 0.1523 -2.3103 -0.4682 -0.156
C -1.0939 -1.7891 0.0339 -0.295
O -1.2233 -0.5451 0.3314 -0.157
C -2.2013 -2.6747 0.1161 0.018
C -2.0609 -4.0076 -0.1198 0.038
C -0.8058 -4.5790 -0.4633 -0.158
C -0.6519 -5.9664 -0.6269 -0.006
C 0.5761 -6.5023 -0.9365 -0.050
C 1.6773 -5.6630 -1.1202 -0.042
C 1.5514 -4.2981 -0.9748 -0.015
C 0.3144 -3.7331 -0.6409 -0.092
H 1.1903 4.1937 -1.8161 0.112
H 0.4155 4.1560 -0.2072 0.087
H 2.1883 4.2414 -0.3417 0.104
H 3.4496 3.4761 -2.0618 0.116
H 5.1382 2.1638 -3.2174 0.118
H 4.9340 -0.2946 -3.3768 0.116
H 3.0382 -1.4340 -2.2559 0.108
H -3.1502 -2.2398 0.3908 0.127
H -2.9153 -4.6651 -0.0313 0.133
H -1.5167 -6.6018 -0.5071 0.122
H 0.6910 -7.5709 -1.0419 0.116
H 2.6348 -6.0889 -1.3792 0.115
H 2.4012 -3.6458 -1.1078 0.101
Br 4.1499 -3.4150 4.9405 0.832
C 3.3147 -2.2062 3.7496 -0.653
C 2.5152 -1.1735 4.2285 -0.075
C 1.8832 -0.3506 3.3191 -0.145
N 1.9780 -0.4736 1.9891 0.045
C 2.8063 -1.4307 1.5510 -0.097
C 3.4805 -2.3140 2.3738 -0.065
H 2.3891 -1.0234 5.2885 0.117
H 1.2634 0.4549 3.6863 0.097
H 2.9563 -1.5029 0.4829 0.100
H 4.1213 -3.0720 1.9549 0.116
C -2.2760 3.5602 -1.5318 -0.210
P -1.6860 1.8516 -1.1561 1.048
C -3.3508 1.0627 -1.0892 -0.345
C -4.1948 1.4959 -0.0639 -0.128
C -5.4572 0.9545 0.0933 -0.063
C -5.8936 -0.0422 -0.7656 -0.062
C -5.0618 -0.4782 -1.7830 -0.060
C -3.8005 0.0711 -1.9524 -0.072
C -0.9452 1.3432 -2.7549 -0.346
C -0.4547 2.2824 -3.6597 -0.087
C 0.2009 1.8704 -4.8067 -0.056
C 0.3830 0.5235 -5.0684 -0.054
C -0.0779 -0.4173 -4.1628 -0.055
C -0.7353 -0.0128 -3.0158 -0.125
H -1.4639 4.2818 -1.5603 0.029
H -2.9793 3.8607 -0.7572 0.045
H -2.7897 3.5432 -2.4925 0.071
H -3.8727 2.2877 0.6027 0.095
H -6.1065 1.3094 0.8778 0.112
H -6.8809 -0.4619 -0.6511 0.113
H -5.3962 -1.2514 -2.4577 0.114
H -3.1882 -0.2557 -2.7787 0.098
H -0.5818 3.3408 -3.4850 0.096
H 0.5703 2.6068 -5.5036 0.114
H 0.8837 0.2033 -5.9702 0.115
H 0.0725 -1.4701 -4.3507 0.116
H -1.0989 -0.7569 -2.3192 0.088
```